(1)
Entry from the Open Molecules 2025 dataset: one molecule with the formula C6H12N4 in a non-equilibrium geometry (the ωB97M-V functional and the def2-TZVPD basis).

Bonds (Å) are listed after each position.
CARTESIAN COORDINATES (ANGSTROEM)
1 N 0.56690 -0.62586 0.59768  N3 1.420, C5 1.597, C7 1.300
2 N 2.65848 -0.97801 0.88759  N4 1.327, C7 1.275
3 N 0.70954 -1.76029 1.43935  N1 1.420, N4 1.269
4 N 1.96680 -1.90173 1.54277  N2 1.327, N3 1.269
5 C -0.78775 -0.08295 -0.05064  N1 1.597, C6 1.562, C8 1.550, C9 1.526
6 C -1.05531 1.06841 0.97108  C5 1.562, H12 1.047, H20 1.105, H22 1.096
7 C 1.78019 -0.25191 0.31659  N1 1.300, N2 1.275, C10 1.508
8 C -0.70220 0.30105 -1.55030  C5 1.550, H15 1.074, H19 1.074, H21 1.114
9 C -1.76340 -1.23898 0.15200  C5 1.526, H11 1.000, H13 1.129, H14 1.111
10 C 2.01227 1.01769 -0.46356  C7 1.508, H16 1.084, H17 1.099, H18 1.142
11 H -1.55494 -1.75398 0.98372  C9 1.000
12 H -1.06329 0.49495 1.84681  C6 1.047
13 H -2.82484 -0.87097 0.26150  C9 1.129
14 H -1.71083 -1.96201 -0.68979  C9 1.111
15 H -0.02172 -0.37080 -2.03878  C8 1.074
16 H 2.06480 0.81401 -1.52657  C10 1.084
17 H 1.15980 1.69283 -0.30609  C10 1.099
18 H 3.02664 1.52602 -0.33569  C10 1.142
19 H -1.69112 0.11764 -1.92742  C8 1.074
20 H -0.27000 1.83322 0.82963  C6 1.105
21 H -0.47683 1.36873 -1.77355  C8 1.114
22 H -2.02317 1.56293 0.83366  C6 1.096

Output
- E_LUMO: 0.6 eV
- SMILES: Cc1nnnn1C(C)(C)C
- Orbital gap: 10.8884 eV
- HOMO energy: -10.264 eV

(2)
Entry from the Open Molecules 2025 dataset: a 2-piece molecular cluster, C6H12N4 overall (the ωB97M-V functional and the def2-TZVPD basis).

Bonds (Å) are listed after each position.
CARTESIAN COORDINATES (ANGSTROEM)
1 N -0.80912 2.66157 -0.05926  N4 1.318, C9 1.326
2 N 1.15100 1.74238 -0.45339  N3 1.283, C9 1.350
3 N 0.36604 0.81359 -0.04566  N2 1.283, N4 1.307
4 N -0.79509 1.36631 0.18645  N1 1.318, N3 1.307, H19 1.014
5 C -0.47509 -1.77735 0.32675  C6 1.326, C8 1.496, C10 1.503
6 C -1.71107 -1.47155 0.69574  C5 1.326, H18 1.078, H21 1.078
7 C 0.98461 4.18971 -0.88451  C9 1.477, H11 1.089, H13 1.086, H20 1.086
8 C -0.08687 -1.99497 -1.10101  C5 1.496, H14 1.088, H17 1.091, H22 1.089
9 C 0.43304 2.88526 -0.46557  N1 1.326, N2 1.350, C7 1.477
10 C 0.60810 -2.00617 1.34267  C5 1.503, H12 1.087, H15 1.088, H16 1.086
11 H 0.66261 4.41639 -1.89966  C7 1.089
12 H 0.81423 -1.08688 1.88573  C10 1.087
13 H 0.62454 4.97291 -0.22428  C7 1.086
14 H 0.82586 -1.44729 -1.32462  C8 1.088
15 H 0.30355 -2.76323 2.06294  C10 1.088
16 H 1.52724 -2.32936 0.86307  C10 1.086
17 H 0.10407 -3.05586 -1.27168  C8 1.091
18 H -1.97800 -1.36675 1.73526  C6 1.078
19 H -1.58987 0.82595 0.50997  N4 1.014
20 H 2.06876 4.13768 -0.86031  C7 1.086
21 H -2.50723 -1.34397 -0.02001  C6 1.078
22 H -0.87203 -1.67319 -1.78283  C8 1.089

Output
- E_LUMO: 1.0 eV
- SMILES: Cc1nn[nH]n1.C=C(C)C
- Orbital gap: 10.3529 eV
- HOMO energy: -9.379 eV